[1]
Here is the molecule C5H6N2O at a distorted geometry from OMol25. Energies are from ωB97M-V/def2-TZVPD.

M ... 110.12 Da
F_max ... 4.51 eV Å⁻¹
SMILES ... O=C[C@]12C[C@H]1C=NN2
HOMO-LUMO gap ... 9.50 eV
Relative energy (zero: lowest compared OMol25 entry of this formula, charge and spin) ... 74.42 kcal per mole
E_HOMO ... -8.6816 eV
Electronic energy ... -378.75235 a.u.

```
! RIJCOSX wB97M-V def2-TZVPD def2/J DEFGRID3
* xyz 0 1
H 0.57117 1.10192 -1.56588
O -2.62884 -0.85898 -0.10778
C 0.68736 0.57548 -0.53708
N -0.01583 -1.42390 0.56874
H -0.75403 -2.14738 0.24331
H -2.20315 1.15658 -0.72677
C -1.92191 0.10697 -0.17917
C 0.43058 1.13478 0.82597
H 0.89870 1.02499 1.78383
C -0.41613 -0.11195 0.28781
C 1.61178 -0.52712 -0.51558
N 1.28416 -1.52018 0.19758
H -0.14238 2.04048 0.79076
H 2.59851 -0.55168 -1.06574
*
```

=====

[2]
Here is the molecule C5H6N2O at a distorted geometry from OMol25. Energies are from ωB97M-V/def2-TZVPD.

M ... 110.12 Da
F_max ... 2.97 eV Å⁻¹
SMILES ... C1=C2CNN=C2OC1
HOMO-LUMO gap ... 8.16 eV
Relative energy (zero: lowest compared OMol25 entry of this formula, charge and spin) ... 51.65 kcal per mole
E_HOMO ... -7.2830 eV
Electronic energy ... -378.78863 a.u.

```
! RIJCOSX wB97M-V def2-TZVPD def2/J DEFGRID3
* xyz 0 1
C -0.04659 0.36953 0.03242
H -2.90440 -0.82276 0.28052
C 0.00641 -1.03243 -0.02170
H -1.87567 1.41743 -0.75357
H -1.85008 1.26094 0.92351
C 2.08836 -0.31115 -0.03533
N -1.14518 -1.63297 -0.03167
O 1.26203 -1.49744 0.03316
C 1.16913 0.85892 -0.02243
C -1.52314 0.72081 0.02125
H 2.69399 -0.33768 -0.93275
H 1.43688 1.89313 -0.21762
N -2.03771 -0.61726 -0.12968
H 2.72597 -0.26906 0.85389
*
```

=====

[3]
Here is the molecule C5H6N2O at a distorted geometry from OMol25. Energies are from ωB97M-V/def2-TZVPD.

M ... 110.12 Da
F_max ... 6.29 eV Å⁻¹
SMILES ... Cc1ncncc1O
HOMO-LUMO gap ... 9.15 eV
Relative energy (zero: lowest compared OMol25 entry of this formula, charge and spin) ... 35.92 kcal per mole
E_HOMO ... -8.9152 eV
Electronic energy ... -378.81371 a.u.

```
! RIJCOSX wB97M-V def2-TZVPD def2/J DEFGRID3
* xyz 0 1
H 0.58275 2.47903 0.57348
O 1.03108 1.63906 -0.05415
N -0.62343 -1.49874 -0.01409
C 0.38200 -0.55644 -0.19402
C 0.00897 0.79635 -0.14448
C -1.88709 -0.96339 -0.06671
C 1.74770 -0.96969 -0.00698
H 1.84901 -2.01971 -0.08984
H 2.52289 -0.47028 -0.65041
H -1.56210 2.34038 -0.25376
N -2.29343 0.38044 0.02353
H 2.13169 -0.69976 0.89077
H -2.56046 -1.68859 0.06553
C -1.32957 1.23135 -0.07888
*
```